[1]
{
  "formula": "C29H47BrCaN2OP2",
  "method": "wB97M-V/def2-TZVPD",
  "multiplicity": 1,
  "charge": 2,
  "e_tot_ev": -142905.6203,
  "elements": ["C", "C", "C", "C", "N", "C", "C", "C", "C", "C", "C", "C", "C", "C", "Ca", "P", "H", "H", "H", "H", "H", "H", "H", "H", "C", "C", "H", "H", "H", "H", "H", "C", "C", "H", "H", "H", "H", "H", "C", "C", "H", "H", "H", "H", "H", "Br", "P", "C", "C", "H", "H", "H", "H", "H", "C", "C", "H", "H", "H", "H", "H", "C", "C", "H", "H", "H", "H", "H", "C", "N", "C", "C", "C", "O", "H", "H", "H", "H", "H", "H", "H", "H", "H"],
  "positions_angstrom": [[4.4402, -3.1545, -0.1025], [4.2672, -2.3422, -1.2348], [4.1163, -2.9602, -2.4903], [3.9127, -4.3483, -2.5057], [3.9025, -5.0782, -1.3924], [4.1638, -4.5181, -0.2106], [4.0102, -0.9465, -0.9905], [3.5615, 0.0257, -0.3867], [3.1393, 1.2936, 0.1111], [1.7671, 1.5977, -0.0025], [1.3520, 2.9538, 0.1239], [2.3222, 3.7959, 0.5894], [3.6438, 3.5605, 0.7971], [4.0756, 2.2333, 0.5700], [1.1399, 4.0178, 2.6634], [-0.3289, -1.7663, 0.3236], [4.0677, -2.3944, -3.4165], [4.6525, -2.7129, 0.8684], [3.7340, -4.8820, -3.4466], [4.1577, -5.1452, 0.6775], [5.1128, 1.9165, 0.7422], [1.0620, 0.7928, -0.2376], [4.3590, 4.3249, 1.1048], [0.3334, 3.2760, -0.1345], [-2.1683, -2.0505, 0.4041], [-2.8019, -3.1797, -0.3957], [-2.5937, -1.0837, 0.0833], [-2.4098, -2.1615, 1.4731], [-3.8891, -3.1330, -0.2519], [-2.6174, -3.0925, -1.4724], [-2.4816, -4.1708, -0.0526], [0.2226, -2.3591, -1.3530], [0.3327, -3.8551, -1.6061], [1.2152, -1.8912, -1.4782], [-0.4450, -1.8850, -2.0944], [0.6910, -4.0054, -2.6320], [1.0653, -4.3373, -0.9483], [-0.6286, -4.3759, -1.5222], [0.3836, -2.9991, 1.5017], [-0.3381, -4.3229, 1.7241], [0.4279, -2.4454, 2.4561], [1.4261, -3.1722, 1.1892], [0.2007, -4.8868, 2.4960], [-1.3644, -4.1842, 2.0823], [-0.3533, -4.9515, 0.8256], [0.5489, 5.7479, 4.5937], [-0.9507, 1.2535, -2.0111], [-2.0017, 0.2343, -3.1446], [-3.1328, 0.9375, -3.8857], [-2.4152, -0.5587, -2.4950], [-1.3254, -0.2692, -3.8542], [-3.6946, 0.1881, -4.4574], [-3.8338, 1.4224, -3.1979], [-2.7664, 1.6808, -4.6044], [-2.0665, 2.6137, -1.4240], [-2.0920, 3.9131, -2.2155], [-1.7316, 2.8131, -0.3922], [-3.0789, 2.1928, -1.3380], [-2.7527, 4.6259, -1.7074], [-1.1024, 4.3789, -2.2815], [-2.4905, 3.7809, -3.2283], [0.2911, 2.0873, -3.1102], [-0.1070, 2.3290, -4.5599], [1.1678, 1.4189, -3.0611], [0.6068, 3.0218, -2.6223], [0.7584, 2.7286, -5.1009], [-0.4104, 1.4065, -5.0651], [-0.9090, 3.0692, -4.6624], [-2.8524, 1.7392, 5.7421], [-1.6383, 2.1799, 5.0526], [-0.6223, 2.8826, 5.8133], [-1.3696, 1.8494, 3.7811], [-2.2919, 0.8885, 3.1138], [-0.3561, 2.3571, 3.1975], [-2.9428, 2.3279, 6.6584], [-2.8097, 0.6729, 6.0112], [-3.7522, 1.9051, 5.1333], [0.3104, 2.3027, 5.8618], [-0.4279, 3.8638, 5.3265], [-1.0110, 3.0807, 6.8126], [-1.9359, 0.6536, 2.1103], [-2.3472, -0.0358, 3.7092], [-3.3028, 1.3190, 3.0528]],
  "forces_ev_per_angstrom": [[-0.6, -0.1, 0.2], [0.0, -0.5, -0.5], [-0.4, -0.2, 0.4], [0.4, 0.4, 0.3], [-0.3, -0.5, 0.1], [0.5, 0.8, -0.7], [-0.7, 1.3, 1.6], [1.2, -1.6, -1.2], [-0.4, 0.1, -0.1], [0.1, 0.9, -0.1], [-0.1, -1.4, -0.1], [0.2, 0.7, -1.3], [1.1, -0.8, 0.2], [-0.2, 0.3, 0.1], [-1.2, -0.1, 1.9], [-0.9, -2.0, -1.2], [-0.1, 0.0, 0.2], [-0.1, 0.0, -0.2], [0.1, 0.2, 0.4], [0.1, -0.1, -0.2], [-0.5, 0.3, -0.2], [0.3, 0.6, -0.1], [-0.2, -0.1, 0.0], [0.4, -0.2, 0.3], [0.2, 1.1, 0.4], [-0.1, -0.4, -0.2], [0.0, -0.3, 0.2], [0.1, 0.1, -0.3], [0.2, 0.0, 0.0], [0.0, 0.0, 0.2], [0.0, 0.3, -0.2], [0.2, 0.9, 0.0], [0.0, -0.4, 0.0], [-0.3, -0.1, -0.1], [0.2, -0.1, 0.3], [0.0, 0.1, 0.2], [-0.2, 0.1, -0.1], [0.3, 0.1, 0.0], [0.6, 1.0, 0.5], [-0.3, -0.4, -0.1], [0.1, -0.3, -0.2], [-0.2, 0.2, 0.1], [-0.1, 0.2, -0.1], [0.2, 0.0, -0.1], [-0.1, 0.2, 0.2], [0.5, 0.5, -0.7], [-0.6, 0.2, -0.7], [0.2, -0.4, 0.4], [-0.2, 0.1, -0.3], [0.1, 0.2, -0.3], [-0.1, 0.1, 0.3], [0.1, 0.2, 0.1], [0.1, -0.1, -0.2], [-0.1, -0.2, 0.3], [0.1, -0.3, 0.6], [-0.2, 0.3, -0.2], [-0.3, 0.0, -0.2], [0.3, 0.0, 0.1], [0.1, -0.1, -0.1], [-0.2, -0.1, -0.1], [0.2, 0.0, 0.2], [0.4, -0.4, 0.5], [0.0, 0.2, -0.3], [-0.1, 0.2, -0.1], [-0.1, -0.3, -0.1], [-0.1, -0.1, 0.1], [0.1, 0.2, 0.1], [0.2, -0.2, 0.1], [-0.2, -0.2, 0.1], [0.0, -0.8, -1.0], [0.1, 1.0, -0.1], [0.4, 1.2, 1.1], [-0.2, -0.2, -0.2], [-0.3, -0.4, -0.1], [-0.1, -0.2, -0.2], [0.0, 0.3, 0.0], [0.4, 0.0, 0.2], [-0.3, 0.1, 0.1], [-0.1, -0.9, 0.6], [0.2, -0.1, -0.1], [0.0, 0.1, 0.1], [-0.1, 0.3, -0.2], [0.3, -0.2, 0.0]]
}

[2]
{
  "formula": "C36H42AsBiN2O6S7",
  "method": "wB97M-V/def2-TZVPD",
  "multiplicity": 1,
  "e_above_lowest_ev": 0.998,
  "charge": -2,
  "elements": ["Bi", "O", "C", "C", "C", "C", "C", "C", "C", "O", "N", "N", "C", "C", "C", "C", "C", "C", "C", "O", "H", "H", "H", "H", "H", "H", "H", "H", "H", "H", "O", "S", "C", "C", "C", "C", "S", "O", "C", "C", "C", "C", "C", "C", "C", "C", "C", "C", "C", "C", "H", "H", "H", "H", "H", "H", "H", "H", "H", "H", "H", "H", "H", "H", "H", "H", "H", "H", "S", "As", "S", "S", "S", "C", "C", "C", "S", "O", "C", "C", "C", "H", "H", "H", "H", "H", "H", "H", "H", "H", "H", "H", "H", "H", "H"],
  "positions_angstrom": [[-0.4598, 0.9040, 0.0140], [-5.4801, -1.1247, -0.9972], [-5.1441, -2.4072, -1.1728], [-6.0594, -3.2577, -1.8015], [-5.7480, -4.5858, -2.0215], [-4.5189, -5.0970, -1.6182], [-3.6136, -4.2571, -0.9900], [-3.8954, -2.9146, -0.7592], [-2.9094, -2.0202, -0.0542], [-3.2752, -0.8262, 0.2253], [-1.7579, -2.5723, 0.2195], [-0.8576, -1.7241, 0.8950], [-0.8359, -1.9078, 2.1526], [0.0628, -1.2703, 3.1172], [0.1556, -1.8981, 4.3645], [0.9426, -1.4131, 5.3896], [1.6432, -0.2227, 5.1723], [1.5641, 0.4221, 3.9604], [0.7928, -0.0820, 2.8835], [0.8422, 0.5737, 1.7625], [-4.6913, -0.7335, -0.4771], [-7.0115, -2.8422, -2.1059], [-6.4721, -5.2304, -2.5066], [-4.2742, -6.1381, -1.7861], [-2.6510, -4.6240, -0.6569], [-1.5362, -2.6340, 2.5796], [-0.4253, -2.8027, 4.5170], [0.9920, -1.9277, 6.3403], [2.2462, 0.2080, 5.9644], [2.0712, 1.3639, 3.7889], [1.3664, -0.7688, -1.5010], [1.6639, -2.1296, -0.9397], [0.5827, -3.2283, -1.9120], [0.4519, -2.8064, -3.3786], [-0.9912, -2.4627, -3.7524], [-1.5252, -1.2428, -3.0098], [-1.4581, 0.4027, -3.8050], [-1.3286, 1.3637, -2.6705], [0.1381, 0.3712, -4.6220], [1.1912, 1.0548, -4.0375], [2.4155, 1.0850, -4.6900], [2.5793, 0.4409, -5.9079], [1.5061, -0.2123, -6.5015], [0.2732, -0.2300, -5.8671], [3.1983, -2.6316, -1.7287], [3.8251, -3.8005, -1.3283], [5.0323, -4.1588, -1.9076], [5.6087, -3.3432, -2.8741], [4.9767, -2.1687, -3.2567], [3.7692, -1.8044, -2.6772], [-0.3653, -3.1974, -1.3690], [0.9940, -4.2341, -1.8059], [0.8134, -3.6109, -4.0243], [1.0828, -1.9362, -3.5731], [-1.6407, -3.3094, -3.5120], [-1.0638, -2.3218, -4.8354], [-1.0058, -1.0853, -2.0649], [-2.5885, -1.3510, -2.7913], [1.0438, 1.5704, -3.0985], [3.2413, 1.6181, -4.2346], [3.5395, 0.4640, -6.4092], [1.6248, -0.6910, -7.4660], [-0.5786, -0.7031, -6.3414], [3.3803, -4.4162, -0.5550], [5.5335, -5.0663, -1.5937], [6.5584, -3.6182, -3.3172], [5.4301, -1.5254, -4.0014], [3.2713, -0.8777, -2.9258], [-0.5149, 5.4957, -1.1484], [0.2524, 4.1995, 0.3081], [-1.4156, 2.9340, 1.1797], [1.3775, 2.5099, -0.6804], [1.4699, 5.0077, 1.8231], [7.5131, -1.5586, 2.4571], [6.5108, -0.6772, 1.7196], [5.2378, -0.4623, 2.5215], [3.8059, 0.0385, 1.5121], [3.9136, -0.8227, 0.2820], [4.3606, 1.7212, 1.0661], [4.8951, 1.8085, -0.3533], [5.1312, 3.2640, -0.7391], [8.4305, -1.6862, 1.8793], [7.0917, -2.5494, 2.6387], [7.7849, -1.1335, 3.4263], [6.2321, -1.1366, 0.7680], [6.9677, 0.2892, 1.4891], [5.3512, 0.2875, 3.3078], [4.9129, -1.3912, 2.9972], [5.0927, 2.0460, 1.8087], [3.4686, 2.3439, 1.1614], [4.1570, 1.3588, -1.0195], [5.8114, 1.2206, -0.4599], [4.1989, 3.8268, -0.6817], [5.5169, 3.3434, -1.7579], [5.8505, 3.7424, -0.0694]],
  "forces_ev_per_angstrom": [[0.1, 0.2, 0.0], [0.3, 0.2, 0.3], [0.1, -0.1, -0.1], [0.0, 0.0, 0.0], [0.0, 0.0, 0.0], [0.0, 0.0, 0.0], [0.0, 0.0, -0.1], [-0.1, 0.0, 0.0], [0.0, 0.2, 0.1], [-0.1, -0.1, -0.2], [0.0, 0.0, 0.1], [-0.2, -0.2, 0.0], [0.2, 0.0, 0.1], [-0.2, 0.0, 0.0], [0.0, 0.0, 0.1], [0.0, 0.0, 0.0], [0.0, -0.1, 0.0], [0.0, 0.1, 0.0], [0.1, 0.0, 0.1], [-0.2, -0.2, -0.2], [-0.1, -0.1, -0.1], [0.0, 0.0, 0.0], [0.0, 0.0, 0.0], [0.0, 0.0, 0.0], [0.0, 0.0, 0.0], [0.1, -0.1, 0.0], [0.0, 0.0, 0.0], [0.0, 0.0, 0.0], [0.0, 0.0, 0.0], [0.0, 0.0, 0.0], [-0.1, 0.0, 0.2], [0.0, 0.1, -0.3], [0.1, -0.1, 0.0], [0.0, 0.0, 0.0], [0.0, 0.0, -0.1], [0.0, 0.1, 0.0], [0.0, 0.0, 0.0], [-0.1, -0.1, -0.1], [0.0, 0.0, 0.0], [0.0, 0.0, 0.0], [0.0, 0.0, 0.0], [0.0, 0.0, 0.0], [0.0, 0.0, 0.0], [0.0, 0.0, 0.0], [0.0, 0.1, 0.0], [0.0, 0.0, 0.0], [0.0, 0.0, 0.0], [0.0, 0.0, 0.0], [0.0, 0.0, 0.0], [0.0, 0.0, 0.0], [-0.1, 0.0, 0.0], [0.0, 0.0, 0.0], [0.0, 0.0, 0.0], [0.0, 0.0, 0.0], [0.0, 0.0, 0.0], [0.0, 0.0, 0.0], [0.0, 0.0, 0.0], [0.0, 0.0, 0.1], [0.0, 0.0, 0.1], [0.0, 0.0, 0.0], [0.0, 0.0, 0.0], [0.0, 0.0, 0.0], [0.0, 0.0, 0.0], [0.0, 0.0, 0.0], [0.0, 0.0, 0.0], [0.0, 0.0, 0.0], [0.0, 0.0, 0.0], [0.0, 0.1, 0.0], [0.0, 0.0, 0.0], [0.0, 0.1, 0.0], [0.0, 0.2, 0.0], [0.0, 0.0, -0.1], [0.0, -0.1, 0.0], [0.0, 0.0, 0.0], [0.0, 0.0, 0.0], [0.0, 0.0, 0.0], [0.2, -0.2, -0.1], [0.0, 0.1, 0.1], [-0.1, 0.0, 0.0], [0.0, 0.0, 0.0], [0.0, 0.0, 0.0], [0.0, 0.0, 0.0], [0.0, 0.0, 0.0], [0.0, 0.0, 0.0], [0.0, 0.0, 0.0], [0.0, 0.0, 0.0], [0.0, 0.0, 0.0], [0.0, 0.0, 0.0], [0.0, 0.0, 0.0], [0.0, 0.0, 0.0], [0.0, 0.0, 0.0], [0.0, 0.0, 0.0], [0.0, 0.0, 0.0], [0.0, 0.0, 0.0], [0.0, 0.0, 0.0]]
}

Number 2 is which compound? C36H42AsBiN2O6S7

What is the formula in the first record? C29H47BrCaN2OP2